A 2-piece molecular cluster, C7H8N3O4S3 overall in a non-equilibrium geometry. Source: the OMol25 dataset; level of theory: wB97M-V/def2-TZVPD.

Last column: Löwdin charge in e.
CARTESIAN COORDINATES (ANGSTROEM)
C: 3.128 -1.002 2.023  -0.1340
N: 1.744 -0.972 2.439  -0.3287
C: 1.471 0.025 3.450  -0.1386
C: 0.752 -1.700 1.824  -1.3659
S: 1.138 -2.686 0.512  0.4108
S: -0.830 -1.552 2.399  0.4110
H: 3.301 -1.770 1.265  0.0096
H: 3.417 -0.027 1.619  0.0787
H: 3.753 -1.211 2.896  0.0759
H: 0.413 0.024 3.730  0.0026
H: 2.079 -0.189 4.334  0.0766
H: 1.742 1.018 3.075  0.0781
O: -1.367 3.778 -3.593  0.0561
N: -1.382 3.344 -2.422  -0.3761
O: -1.240 4.072 -1.393  -0.0289
C: -1.559 1.975 -2.135  -0.4599
C: -1.747 0.953 -3.026  0.0322
C: -1.805 -0.243 -2.278  -0.2280
N: -2.072 -1.504 -2.878  -0.3316
O: -2.116 -2.527 -2.171  0.0782
O: -2.259 -1.550 -4.112  0.0380
C: -1.643 -0.056 -0.886  -0.2711
S: -1.463 1.575 -0.437  1.1611
H: -1.836 1.065 -4.095  0.1340
H: -1.617 -0.842 -0.140  0.0198

Cartesian forces, eV/Å:
0.039 -0.141 -0.002
-0.311 -0.140 -0.167
-0.083 -0.064 0.158
0.615 0.411 0.039
0.089 -0.290 -0.464
-0.927 0.120 0.139
-0.221 0.188 0.206
0.082 0.065 -0.050
0.111 0.040 0.032
0.373 -0.106 -0.182
0.036 0.099 0.091
0.046 0.081 0.020
-0.078 -1.049 2.132
0.289 2.703 0.162
-0.251 -1.064 -2.323
0.085 0.165 0.121
0.085 0.245 0.944
0.145 0.957 1.697
-0.404 -3.145 -0.781
0.111 2.156 -0.832
0.325 0.654 1.544
-0.197 -0.605 -1.249
-0.022 -1.114 -1.457
0.030 -0.054 0.049
0.033 -0.112 0.173

orbital gap	4.386	eV
spin multiplicity	1
E_tot	-1931.1916	hartree
charge	-1
highest occupied orbital energy	-3.47	eV
ΔE to the lowest compared entry with this formula, charge and spin	0.4	kcal/mol
strongest force on any atom	3.27	eV/A
lowest unoccupied orbital energy	0.92	eV

---

An isolated molecule of C7H8N4O3 in a non-equilibrium geometry. Source: the OMol25 dataset; level of theory: wB97M-V/def2-TZVPD.

Last column: Löwdin charge in e.
CARTESIAN COORDINATES (ANGSTROEM)
N: -3.839 2.937 -0.341  0.1728
C: -3.774 1.767 -0.282  -0.1944
C: -3.675 0.415 -0.060  -0.0565
C: -2.098 -0.493 0.421  -0.1643
N: -0.987 0.143 0.802  -0.0791
C: 0.042 -0.773 1.294  -0.1087
C: 0.999 -1.231 0.150  -0.1620
O: 1.439 -0.147 -0.688  -0.1512
C: 0.405 0.678 -1.188  -0.1575
C: -0.469 1.262 -0.052  -0.0840
N: -2.532 -1.669 0.308  0.0432
O: -3.812 -1.870 0.128  -0.0029
N: -4.571 -0.492 -0.256  -0.1552
O: -5.738 -0.614 -0.502  0.0940
H: -0.420 -1.686 1.682  0.1205
H: 0.627 -0.090 2.060  0.1681
H: 1.923 -1.462 0.621  0.1048
H: 0.657 -2.113 -0.500  0.1508
H: -0.373 0.028 -1.674  0.1375
H: 0.897 1.378 -1.867  0.1344
H: -0.114 1.985 0.642  0.1237
H: -1.278 1.646 -0.563  0.0659

Cartesian forces, eV/Å:
0.246 -2.447 -0.087
-0.688 3.596 0.089
2.915 -2.682 0.683
-5.193 2.343 -1.844
0.088 -0.578 -0.676
1.678 1.336 0.125
-0.221 0.513 -0.735
-0.291 -0.086 0.223
-0.726 -1.221 1.160
0.816 -1.787 0.276
1.372 -0.552 0.616
-1.099 0.398 -0.590
1.413 -0.054 0.955
0.454 -0.061 -0.093
0.101 0.493 0.531
-0.864 -1.928 -1.223
0.661 -0.926 0.470
0.011 1.267 1.018
0.816 0.457 -0.472
-0.486 0.101 0.149
0.907 0.625 0.191
-1.911 1.195 -0.765

orbital gap	9.203	eV
spin multiplicity	1
E_tot	-716.0098	hartree
charge	0
highest occupied orbital energy	-9.40	eV
structure (SMILES)	N#Cc1c(N2CCOCC2)no[n+]1[O-]
ΔE to the lowest compared entry with this formula, charge and spin	158.0	kcal/mol
strongest force on any atom	5.99	eV/A
lowest unoccupied orbital energy	-0.19	eV

---

An isolated ion of composition C7H8N5O2 and charge +1 in a non-equilibrium geometry. Source: the OMol25 dataset; level of theory: wB97M-V/def2-TZVPD.

Last column: Löwdin charge in e.
CARTESIAN COORDINATES (ANGSTROEM)
C: 0.018 4.069 -1.989  -0.0222
C: 0.277 2.733 -1.507  -0.4088
N: 0.960 2.566 -0.345  0.1008
N: 1.110 1.278 -0.133  0.0942
N: 0.494 0.776 -1.127  -0.1990
O: 0.421 -0.676 -1.253  0.0879
N: 0.065 -1.316 -0.082  0.0589
C: 0.770 -2.342 0.228  0.0477
C: 0.478 -3.071 1.391  -0.1090
C: -0.609 -2.530 2.347  0.0420
C: -1.367 -1.455 1.939  0.0343
C: -1.109 -0.739 0.715  -0.3388
O: -1.689 0.150 0.240  0.2219
N: -0.031 1.560 -2.032  0.2186
H: 0.289 4.030 -3.099  0.1162
H: -0.983 4.424 -2.100  0.0748
H: 0.733 4.733 -1.385  0.1215
H: 1.472 -2.475 -0.517  0.1578
H: 1.409 -3.655 1.772  0.1934
H: 0.114 -4.072 1.008  0.1836
H: -0.698 -3.077 3.358  0.1624
H: -2.123 -0.912 2.572  0.1619

Cartesian forces, eV/Å:
2.155 1.198 -2.151
0.120 -0.910 1.531
0.640 0.201 0.794
-0.056 1.149 0.308
-0.348 -2.890 -0.568
-0.152 1.226 -0.809
-0.411 1.589 0.583
-1.288 2.228 -0.440
-0.237 -3.547 2.019
0.304 0.492 -0.157
0.697 -0.957 2.334
0.554 -1.334 -0.257
-0.699 1.230 -0.542
-0.504 -0.849 -0.249
0.273 0.442 1.358
-0.814 0.025 0.892
-1.395 -0.597 -1.200
2.022 -1.159 -1.051
-1.095 1.796 0.162
-0.398 0.607 -0.083
-0.125 1.119 -1.857
0.758 -1.061 -0.618

orbital gap	8.451	eV
spin multiplicity	1
E_tot	-695.3117	hartree
charge	+1
highest occupied orbital energy	-13.79	eV
structure (SMILES)	Cc1nnn(O[N+]2=CCC=CC2=O)n1
ΔE to the lowest compared entry with this formula, charge and spin	85.3	kcal/mol
strongest force on any atom	4.09	eV/A
lowest unoccupied orbital energy	-5.34	eV

---

C7H8NO3 as an isolated structure in a non-equilibrium geometry. Source: the OMol25 dataset; level of theory: wB97M-V/def2-TZVPD.

Last column: Löwdin charge in e.
CARTESIAN COORDINATES (ANGSTROEM)
C: 2.582 0.136 -0.050  -0.4466
C: -0.899 1.867 -0.001  0.0109
C: -0.407 0.800 0.668  -0.1480
C: 5.387 0.140 -0.107  -0.7031
C: 1.395 -0.090 -1.057  0.0065
C: 0.615 -0.188 0.326  -0.5338
C: 0.039 -1.560 0.563  -0.0694
N: 1.924 0.066 1.101  0.1486
O: 5.648 -0.971 0.192  0.0717
O: 3.766 0.371 -0.406  0.0422
O: 5.929 1.174 -0.219  0.0758
H: -1.700 2.423 0.429  0.0217
H: -0.513 2.080 -1.064  0.0739
H: -0.978 0.439 1.525  0.0958
H: 1.036 0.560 -1.819  0.0769
H: 1.611 -1.029 -1.419  0.0675
H: -0.849 -1.713 0.063  0.0441
H: -0.199 -1.440 1.603  0.0559
H: 0.605 -2.548 0.546  0.1095

Cartesian forces, eV/Å:
-1.904 0.874 0.071
1.875 -1.671 -1.377
-1.845 0.974 -0.630
0.293 -0.266 1.271
0.379 1.134 3.557
2.566 -0.600 -1.906
1.678 -1.029 2.191
0.025 -0.530 -1.691
-0.497 -2.507 0.132
0.124 0.251 -0.592
0.581 2.706 -0.839
-0.449 0.455 -0.020
-0.589 0.077 1.930
0.203 0.686 0.469
0.197 0.859 -0.426
-0.102 -2.309 -1.230
-2.085 -0.221 -1.344
-0.577 -0.621 0.935
0.127 1.738 -0.502

orbital gap	8.401	eV
spin multiplicity	1
E_tot	-551.9973	hartree
charge	-1
highest occupied orbital energy	-4.97	eV
ΔE to the lowest compared entry with this formula, charge and spin	25.4	kcal/mol
strongest force on any atom	3.75	eV/A
lowest unoccupied orbital energy	3.43	eV